# 1
A molecular structure, C27H50N2O4OsPS2, computed with ωB97M-V/def2-TZVPD.

Last column: Mulliken charge in e.
Atoms and positions in Å:
Os -0.165 -0.668 -1.381  1.15
N -1.776 -1.314 0.034  -0.44
C -2.366 -0.149 0.744  -0.15
C -3.151 0.731 -0.201  -0.77
C -2.302 1.579 -1.132  0.50
O -2.657 2.694 -1.428  -0.67
O -1.208 1.033 -1.646  -0.71
H -2.513 -1.824 -0.444  0.36
H -1.370 -1.943 0.720  0.02
H -1.547 0.402 1.191  -0.17
H -3.019 -0.489 1.549  0.51
H -3.777 1.413 0.369  0.39
H -3.814 0.128 -0.834  0.27
O 0.493 -0.156 2.116  0.10
P 1.331 -0.419 3.344  -0.11
C 2.208 -2.051 3.288  0.26
C 3.040 -2.253 2.006  -1.87
C 2.159 -2.370 0.760  1.15
C 1.172 -3.535 0.888  -1.45
C 0.376 -3.433 2.189  0.96
C 1.315 -3.305 3.392  -1.77
C 2.595 0.902 3.629  0.00
C 4.064 0.667 3.235  -1.88
C 4.373 0.910 1.755  0.35
C 3.916 2.294 1.309  -1.21
C 2.425 2.452 1.578  0.09
C 2.096 2.253 3.056  -1.27
C 0.440 -0.313 4.977  0.23
C -0.243 1.061 5.174  -1.56
C -1.510 1.213 4.329  0.40
C -2.509 0.092 4.619  -1.28
C -1.847 -1.275 4.431  0.71
C -0.618 -1.370 5.338  -1.84
H 2.883 -2.027 4.152  1.11
H 3.590 -3.192 2.130  0.62
H 3.783 -1.475 1.874  0.33
H 2.783 -2.513 -0.127  0.57
H 1.602 -1.431 0.642  -0.84
H 1.722 -4.482 0.881  0.45
H 0.504 -3.543 0.018  0.40
H -0.274 -4.301 2.313  0.40
H -0.246 -2.536 2.173  -1.08
H 1.979 -4.175 3.422  0.61
H 0.742 -3.328 4.308  0.20
H 2.588 0.993 4.719  0.85
H 4.388 -0.334 3.530  0.47
H 4.666 1.371 3.819  0.55
H 3.856 0.169 1.139  -0.28
H 5.445 0.787 1.592  0.33
H 4.128 2.437 0.246  0.45
H 4.473 3.063 1.857  0.45
H 1.855 1.714 1.004  -0.27
H 2.083 3.442 1.269  0.45
H 1.016 2.345 3.159  0.31
H 2.556 3.057 3.640  0.50
H 1.263 -0.391 5.696  0.78
H 0.438 1.883 4.970  0.38
H -0.513 1.139 6.232  0.60
H -1.240 1.197 3.271  -0.28
H -1.968 2.183 4.534  0.43
H -3.382 0.194 3.969  0.54
H -2.860 0.175 5.652  0.39
H -1.541 -1.385 3.386  -0.61
H -2.548 -2.081 4.660  0.36
H -0.209 -2.373 5.358  0.26
H -0.935 -1.156 6.365  0.66
S -1.140 -1.838 -3.240  -0.44
C -0.764 -0.755 -4.510  0.31
N -0.194 -1.160 -5.618  -0.13
C 0.173 -0.140 -6.596  -0.52
C -0.732 1.051 -6.304  -0.58
S -1.159 0.920 -4.532  0.04
H 0.136 -2.112 -5.683  0.27
H 0.032 -0.516 -7.607  0.40
H 1.224 0.129 -6.473  0.21
H -1.658 1.019 -6.874  0.36
H -0.237 2.002 -6.476  0.41
C 3.134 -0.668 -4.075  -0.95
O 1.907 -0.990 -3.393  -0.15
C 1.631 -0.494 -2.191  0.64
C 2.650 0.417 -1.589  -0.21
H 3.999 -1.029 -3.522  0.33
H 3.218 0.407 -4.222  0.39
H 3.086 -1.177 -5.032  0.30
H 2.636 1.359 -2.146  0.57
H 3.668 0.020 -1.632  0.51
H 2.399 0.637 -0.553  -1.15

Calculated values
Charge ... +1
Max |F| ... 2.86 eV Å⁻¹
HOMO level (spin up / spin down) ... -10.319 / -10.614 eV
Energy relative to the best compared isomer or geometry (same formula, charge and spin) ... 55.51 kcal per mole

# 2
2 unconnected molecules or ions with the total composition C27H51BBrClFN3O10P3S, computed with ωB97M-V/def2-TZVPD.

Last column: Mulliken charge in e.
Atoms and positions in Å:
C -3.114 -2.586 -4.420  -1.22
C -2.899 -1.099 -4.245  -0.39
O -2.038 -0.866 -3.105  -0.10
B -0.949 -0.065 -3.143  0.04
O -0.877 1.082 -3.874  -0.52
C 0.376 -0.445 -2.258  1.18
C 0.143 -1.792 -1.528  -1.61
C -1.108 -2.228 -0.715  -2.80
C -2.112 -1.271 -0.080  1.68
C -3.409 -2.013 0.235  -0.87
N -4.291 -1.189 1.072  -0.13
C -5.664 -1.209 0.719  0.56
C -6.237 0.055 0.106  -0.97
O -6.321 -2.192 0.892  -0.54
C 1.602 -0.615 -3.282  1.12
P 0.920 -1.423 -4.918  0.22
S 0.233 -0.544 -6.500  -0.30
C 2.633 -1.781 -2.930  -0.78
C 3.395 -1.978 -1.629  -1.62
F 3.607 -1.703 -3.932  -0.37
C 2.254 0.820 -3.421  2.09
C 2.102 1.550 -4.784  -2.19
C 2.895 1.012 -5.946  0.18
O 3.651 0.111 -5.947  -0.40
Br 2.617 2.100 -7.522  -0.10
P 4.092 0.999 -2.993  0.19
O 4.375 0.988 -1.536  -0.69
C 1.583 1.702 -2.284  -1.10
Cl 0.804 3.211 -2.806  -0.11
N 0.756 0.781 -1.367  0.54
C 1.765 0.392 -0.255  0.10
C 1.268 -0.459 0.923  -0.73
C 1.244 0.274 2.279  -1.05
C 0.098 -0.194 3.177  0.18
N -0.238 0.831 4.190  -0.21
C -1.574 0.688 4.672  0.47
C -2.678 1.446 3.958  -0.75
O -1.820 -0.046 5.574  -0.53
P -0.593 1.564 -0.286  0.21
C -1.875 2.274 -1.359  -0.82
O 0.313 2.888 0.052  -0.55
H -3.838 -2.770 -5.215  0.49
H -2.180 -3.104 -4.656  0.25
H -3.497 -3.022 -3.492  0.23
H -2.471 -0.636 -5.139  0.33
H -3.861 -0.611 -4.048  0.44
H -1.733 1.413 -4.178  0.28
H 0.228 -2.535 -2.321  0.76
H 1.017 -1.969 -0.902  0.00
H -1.692 -2.887 -1.367  0.81
H -0.740 -2.887 0.081  0.51
H -2.373 -0.445 -0.742  -0.06
H -1.740 -0.845 0.858  -0.65
H -3.186 -2.965 0.730  0.30
H -3.904 -2.273 -0.712  0.31
H -3.960 -0.232 1.120  0.08
H -5.474 0.654 -0.395  0.19
H -6.675 0.667 0.902  0.32
H -7.032 -0.217 -0.588  0.35
H 1.948 -2.310 -5.222  0.29
H -0.001 -2.276 -4.285  0.00
H 2.102 -2.725 -3.111  0.84
H 3.857 -1.085 -1.208  0.45
H 4.214 -2.659 -1.882  0.50
H 2.799 -2.490 -0.872  0.36
H 2.456 2.579 -4.676  1.14
H 1.060 1.640 -5.088  0.44
H 4.317 2.248 -3.597  0.17
H 4.805 0.093 -3.769  0.16
H 2.369 2.111 -1.654  1.09
H 2.564 -0.114 -0.782  -1.05
H 2.178 1.331 0.106  1.24
H 1.995 -1.277 1.002  0.70
H 0.308 -0.940 0.742  -0.86
H 2.168 0.046 2.815  0.46
H 1.224 1.364 2.155  0.55
H 0.415 -1.090 3.719  0.41
H -0.785 -0.462 2.575  -0.57
H -0.167 1.739 3.738  0.29
H -3.335 1.909 4.697  0.39
H -2.308 2.213 3.273  0.27
H -3.275 0.716 3.402  0.04
H -2.582 1.515 -1.701  0.17
H -2.412 2.912 -0.641  0.50
H -1.543 2.893 -2.187  0.32
H 0.160 3.176 0.963  0.43
C 1.819 0.563 9.152  -1.39
C 2.871 0.857 8.117  0.49
C 2.843 2.255 7.525  -0.49
O 3.344 2.038 6.197  -0.33
C 3.081 0.756 5.863  0.65
O 3.196 0.306 4.763  -0.57
O 2.664 0.058 6.932  -0.33
H 1.907 1.267 9.980  0.38
H 0.824 0.647 8.714  0.32
H 1.933 -0.446 9.544  0.35
H 3.870 0.623 8.492  0.27
H 3.477 2.970 8.041  0.32
H 1.824 2.641 7.452  0.29

Calculated values
Charge ... +1
Max |F| ... 0.99 eV Å⁻¹
HOMO level ... -11.816 eV
Energy relative to the best compared isomer or geometry (same formula, charge and spin) ... 0.00 kcal per mole

# 3
A molecular structure, C27H51Br9O12S6, computed with ωB97M-V/def2-TZVPD.

Last column: Mulliken charge in e.
Atoms and positions in Å:
C 0.200 -5.041 1.359  -0.01
Br -1.643 -5.431 1.972  -0.08
Br 1.226 -6.660 1.268  -0.01
Br 0.873 -3.667 2.541  -0.03
H 0.010 -4.580 0.400  0.11
C 1.021 2.858 -4.868  -0.31
Br 0.987 0.963 -4.698  0.02
Br 1.289 3.761 -3.183  -0.03
Br -0.387 3.650 -5.951  -0.04
H 1.916 3.067 -5.436  0.36
C -2.633 -1.745 -5.682  -0.32
Br -3.525 -3.133 -6.638  -0.01
Br -3.476 -1.347 -3.926  0.08
Br -2.426 -0.121 -6.750  -0.02
H -1.638 -2.068 -5.415  0.27
C 0.378 -1.657 -0.664  -0.08
C 0.999 -0.411 -1.251  0.68
C 0.316 0.786 -0.612  1.12
S -1.379 0.276 -0.156  1.63
O -2.362 0.966 -0.958  -1.07
O -1.428 0.212 1.296  -0.78
C -1.143 -1.395 -0.795  -0.76
H 0.591 -1.732 0.408  -0.32
H 0.497 -2.651 -1.091  0.52
H 1.026 -0.475 -2.337  -0.38
H 2.045 -0.334 -0.935  -0.64
H 0.232 1.684 -1.225  0.25
H 0.743 1.113 0.334  -1.08
H -1.389 -1.248 -1.849  -0.04
H -1.856 -2.073 -0.332  0.69
C -2.914 1.715 4.427  -0.31
C -3.858 2.371 5.497  -0.75
C -4.541 3.584 4.842  -0.78
S -4.633 3.223 3.076  1.27
O -4.581 4.475 2.351  -0.76
O -5.649 2.257 2.784  -0.69
C -3.014 2.398 3.047  -0.03
H -3.221 0.673 4.355  0.15
H -1.906 1.765 4.834  0.19
H -3.284 2.702 6.360  0.37
H -4.556 1.611 5.843  0.32
H -3.821 4.392 4.970  0.35
H -5.473 3.852 5.332  0.48
H -2.317 3.233 3.130  0.29
H -2.949 1.779 2.162  0.12
C 0.757 0.868 3.234  -1.42
C -0.568 1.621 2.886  -0.79
C -0.592 1.995 1.412  0.09
S 1.107 2.697 1.244  1.02
O 1.179 4.020 1.827  -0.86
O 1.641 2.489 -0.091  -0.46
C 1.841 1.467 2.359  -0.33
H 0.661 -0.202 3.050  0.00
H 0.854 0.905 4.319  0.50
H -0.763 2.397 3.619  0.82
H -1.369 0.881 2.993  0.66
H -1.288 2.777 1.114  0.57
H -0.706 1.180 0.702  -0.58
H 2.605 2.004 2.931  0.65
H 2.455 0.770 1.790  0.00
C -7.378 2.596 -0.638  -0.64
C -5.841 2.516 -0.643  -0.55
C -5.447 1.104 -0.214  0.26
S -6.799 0.002 -0.779  1.11
O -7.345 -0.646 0.414  -0.69
O -6.364 -0.773 -1.917  -0.64
C -7.933 1.343 -1.276  -0.75
H -7.722 3.479 -1.176  0.38
H -7.747 2.670 0.386  0.27
H -5.460 3.344 -0.050  0.32
H -5.498 2.633 -1.676  0.38
H -5.482 1.007 0.876  0.13
H -4.506 0.605 -0.446  -0.28
H -8.913 1.055 -0.895  0.40
H -8.025 1.349 -2.361  0.36
C 5.187 0.237 -0.640  0.11
C 4.691 1.253 -1.658  -0.10
C 5.086 0.654 -3.017  -0.75
S 6.746 -0.083 -2.728  1.07
O 7.826 0.752 -3.239  -0.70
O 6.698 -1.490 -3.060  -0.56
C 6.669 0.111 -0.921  -1.01
H 4.615 -0.683 -0.781  -0.18
H 5.021 0.523 0.401  0.37
H 5.108 2.258 -1.534  0.39
H 3.630 1.511 -1.599  -0.33
H 5.083 1.320 -3.878  0.56
H 4.353 -0.119 -3.254  0.33
H 7.287 0.980 -0.699  0.44
H 7.182 -0.746 -0.487  0.44
C 5.996 -5.328 -0.019  -0.64
C 5.359 -4.384 1.012  -0.65
C 4.781 -3.299 0.081  -0.27
S 3.998 -4.174 -1.283  0.93
O 4.617 -3.695 -2.514  -0.62
O 2.561 -4.193 -1.099  -0.48
C 4.857 -5.781 -0.913  -0.57
H 6.545 -6.205 0.321  0.36
H 6.642 -4.688 -0.626  0.29
H 6.114 -3.823 1.569  0.33
H 4.687 -4.842 1.733  0.30
H 5.558 -2.682 -0.367  -0.05
H 4.055 -2.608 0.511  0.48
H 5.187 -6.195 -1.859  0.44
H 4.161 -6.336 -0.282  0.22

Calculated values
Max |F| ... 9.71 eV Å⁻¹
HOMO level ... -9.372 eV
Energy relative to the best compared isomer or geometry (same formula, charge and spin) ... 206.99 kcal per mole

# 4
8 unconnected molecules or ions with the total composition C27H51F2NO23S5, computed with ωB97M-V/def2-TZVPD.

Last column: Mulliken charge in e.
Atoms and positions in Å:
C 0.318 -0.722 3.943  -1.38
C 0.747 -1.901 4.570  -1.13
C 0.287 -3.137 4.099  -1.15
C -0.425 -3.239 2.851  -0.56
C -0.958 -2.043 2.266  -0.47
C -0.451 -0.825 2.729  0.85
N -0.720 -4.552 2.348  1.25
O -0.375 -5.540 2.978  -0.75
O -1.483 -4.602 1.409  -0.61
H 0.614 0.264 4.271  1.75
H 1.451 -1.763 5.377  0.42
H 0.788 -4.019 4.471  0.45
H -1.519 -2.148 1.349  1.15
H -0.769 0.005 2.116  -0.18
O -0.887 -6.971 -2.428  -0.61
S 0.418 -6.269 -2.703  1.18
O 1.002 -6.331 -4.049  -0.61
O 0.313 -4.710 -2.116  -0.20
C -0.409 -4.574 -0.808  -1.06
C 0.393 -3.450 -0.094  -0.29
C 1.754 -6.870 -1.586  -0.85
H -0.223 -5.510 -0.282  0.65
H -1.481 -4.395 -0.730  0.36
H 1.443 -3.483 -0.384  0.57
H 0.422 -3.396 0.994  0.35
H 0.003 -2.495 -0.444  -1.04
H 1.579 -6.420 -0.609  0.25
H 2.720 -6.567 -1.990  0.30
H 1.606 -7.949 -1.554  0.40
O -5.184 0.388 1.108  -0.67
S -4.158 0.349 2.192  1.08
O -3.435 -0.820 2.539  -0.51
O -3.038 1.497 1.722  -0.29
C -3.461 2.799 1.496  1.53
C -2.483 3.611 2.268  -1.61
C -4.798 1.040 3.838  -1.00
H -4.544 2.899 1.434  0.80
H -3.341 3.042 0.440  -1.86
H -2.291 3.200 3.259  0.34
H -3.016 4.562 2.273  0.44
H -1.570 3.714 1.681  0.29
H -5.769 0.626 4.108  0.44
H -5.057 2.091 3.706  0.37
H -4.122 0.841 4.670  0.33
O 2.250 -0.624 4.315  -0.79
S 2.521 0.561 3.483  1.39
O 2.486 1.888 4.084  -0.75
O 3.976 0.434 2.729  -0.28
C 4.739 1.612 2.336  0.06
C 6.031 1.790 3.153  -1.44
C 1.516 0.586 1.916  -1.23
H 4.202 2.558 2.404  0.34
H 5.024 1.571 1.284  0.23
H 6.273 2.762 3.581  0.33
H 6.902 1.325 2.690  0.35
H 5.975 1.122 4.013  0.38
H 0.452 0.760 2.079  0.70
H 1.540 -0.339 1.340  0.42
H 1.907 1.422 1.336  0.33
O 2.297 2.981 -1.262  -0.67
S 3.325 2.041 -0.792  1.34
O 3.179 1.139 0.375  -1.07
O 4.050 1.266 -2.141  -0.43
C 3.386 0.125 -2.574  -0.50
C 1.938 -0.076 -2.446  0.68
C 4.794 3.191 -0.310  -1.20
H 3.808 -0.702 -2.003  0.35
H 3.788 0.105 -3.587  0.27
H 1.732 -0.233 -1.388  -0.06
H 1.664 -1.097 -2.711  0.49
H 1.156 0.514 -2.925  -0.73
H 4.459 3.345 0.716  0.42
H 4.881 4.073 -0.943  0.40
H 5.686 2.580 -0.165  0.41
O -2.568 2.007 -0.949  -0.52
S -3.415 3.107 -1.417  0.82
O -3.707 4.273 -0.590  -0.67
O -2.752 3.633 -2.862  -0.33
C -1.728 4.566 -2.748  -0.63
C -0.398 4.123 -2.428  -0.20
C -4.991 2.166 -2.113  -1.07
H -2.206 5.324 -2.128  0.44
H -1.601 5.049 -3.717  0.35
H 0.301 4.956 -2.499  0.49
H -0.081 3.328 -3.103  0.00
H -0.249 3.696 -1.436  0.19
H -5.359 2.784 -2.931  0.48
H -5.607 2.110 -1.215  0.37
H -4.866 1.185 -2.571  0.24
C -1.743 -1.148 -3.795  -0.42
C -0.990 -1.865 -4.901  0.30
O -0.385 -0.783 -5.542  -0.43
C -0.020 0.124 -4.664  0.63
O 0.923 0.911 -4.759  -0.58
O -0.758 -0.116 -3.616  0.44
F -1.855 -2.422 -5.650  -0.32
H -2.034 -1.579 -2.837  0.21
H -2.542 -0.632 -4.327  0.22
H -0.234 -2.537 -4.495  0.36
C -1.329 0.552 0.306  -0.98
C -0.492 1.368 -0.487  1.23
O -0.075 0.551 -1.501  0.76
C -0.321 -0.727 -1.191  0.54
O 0.068 -1.617 -1.913  -0.33
O -0.833 -0.730 0.063  0.00
F 0.592 1.753 0.221  -0.42
H -2.345 0.587 -0.087  1.10
H -1.324 0.772 1.374  0.65
H -0.906 2.324 -0.809  -1.40

Calculated values
Max |F| ... 9.13 eV Å⁻¹
HOMO level ... -8.261 eV
SMILES ... O=[N+]([O-])c1ccccc1.O=C1OC[C@@H](F)O1.O=C1OC[C@@H](F)O1.CCOS(C)(=O)=O.CCOS(C)(=O)=O.CCOS(C)(=O)=O.CCOS(C)(=O)=O.CCOS(C)(=O)=O